(1)
Formula: C12H19B3N2O5P
Source: the OMol25 dataset
Level of theory: wB97M-V/def2-TZVPD

Charge: -1
Highest occupied orbital energy, hartree: -0.0803

Structure (XYZ):
```
42
Properties=species:S:1:pos:R:3:mulliken_charge:R:1
C 3.431 -2.096 1.985 -0.9881
C 2.239 -2.039 0.886 -0.2648
P 0.544 -1.957 1.779 -0.3915
C 0.828 -0.609 3.126 -0.7822
B -0.782 -1.238 0.612 0.7095
O -2.225 -1.514 0.677 -0.2163
B -2.979 -0.259 0.636 0.1860
N -4.233 -0.200 1.499 -0.5456
C -4.018 -1.022 2.501 0.8730
O -3.980 -1.889 3.408 -0.5012
O -2.555 0.909 -0.149 -0.4121
B -1.114 0.929 0.045 0.4228
C -0.261 2.082 0.794 0.2553
C 1.229 2.328 0.419 -0.3480
C 2.195 3.386 1.094 -0.4228
C 1.442 4.195 2.247 -0.3305
C -0.047 3.805 2.485 -0.2080
N -0.886 2.845 1.839 -0.3523
O -0.406 -0.269 -0.437 -0.0833
H 3.599 -1.044 2.438 0.2194
H 4.418 -2.487 1.518 0.3293
H 3.091 -2.845 2.809 0.2649
H 2.300 -2.949 0.193 0.4138
H 2.375 -1.044 0.312 0.1364
H 1.576 -0.972 3.937 0.3307
H 1.281 0.338 2.620 0.1023
H -0.145 -0.298 3.652 0.3347
H 1.676 1.656 -0.414 0.3645
H 3.291 3.538 0.816 0.3422
H 1.973 5.006 2.860 0.3066
H -0.563 4.386 3.351 0.2705
C -1.538 -1.021 -5.735 -1.4423
C -0.568 -1.150 -4.543 0.5056
C -1.324 -0.817 -3.242 -0.7646
O 0.403 -0.247 -4.701 -0.9607
H -1.955 -0.011 -5.825 0.3173
H -1.043 -1.267 -6.681 0.3533
H -2.384 -1.714 -5.619 0.3184
H -0.311 -2.225 -4.478 0.1229
H -1.734 0.200 -3.245 0.2147
H -0.674 -0.915 -2.367 -0.0447
H -2.168 -1.509 -3.101 0.3650
```

=====

(2)
Formula: C5H12O2
Source: the OMol25 dataset
Level of theory: wB97M-V/def2-TZVPD

Energy relative to the best compared isomer or geometry (same formula, charge and spin), kcal per mole: 57.6
<S²>: 0.758
Charge: +1
Highest occupied orbital energy (alpha / beta), hartree: -0.4945 / -0.4944
2S+1: 2

Structure (XYZ):
```
19
Properties=species:S:1:pos:R:3:lowdin_spin:R:1
C -0.136 0.754 -2.922 0.1602
O 0.267 1.720 -2.304 0.7330
C -0.594 -0.764 -1.062 -0.0212
C -0.071 0.145 -0.006 0.0015
C 0.204 -0.657 1.255 -0.0008
C 0.829 0.109 2.413 -0.0005
O -0.040 0.986 3.078 -0.0001
H -1.007 0.929 -3.562 0.0657
H -0.651 -0.169 -2.132 -0.0039
H 0.582 0.140 -3.489 0.0655
H 0.026 -1.600 -1.292 -0.0001
H -1.597 -1.123 -0.910 -0.0007
H -0.805 0.933 0.158 0.0005
H 0.824 0.618 -0.401 0.0007
H -0.674 -1.110 1.666 0.0003
H 0.858 -1.511 1.070 0.0000
H 1.673 0.680 2.063 0.0000
H 1.177 -0.632 3.120 -0.0001
H -0.865 0.551 3.255 0.0000
```

=====

(3)
Formula: C65H107N10O19
Source: the OMol25 dataset
Level of theory: wB97M-V/def2-TZVPD

Charge: +5
Highest occupied orbital energy, hartree: -0.5582

Structure (XYZ):
```
201
Properties=species:S:1:pos:R:3:mulliken_charge:R:1
C 3.422 -1.629 -7.941 -0.8492
N 3.133 -2.294 -6.593 0.2367
C 3.498 -3.733 -6.706 -0.8023
C 3.929 -1.619 -5.517 -0.8791
C 1.663 -2.217 -6.366 -0.6205
C 1.072 -0.860 -6.178 -0.6877
O 1.478 -0.202 -4.963 -0.0643
H 4.463 -1.633 -8.105 0.4182
H 3.196 -0.533 -7.927 0.3011
H 2.874 -2.136 -8.777 0.3602
H 2.856 -4.158 -7.447 0.4531
H 3.228 -4.204 -5.782 0.2500
H 4.524 -3.955 -6.980 0.3802
H 3.682 -2.227 -4.626 0.0264
H 3.578 -0.597 -5.340 0.3474
H 4.987 -1.801 -5.710 0.5037
H 1.470 -2.753 -5.429 0.2898
H 1.085 -2.622 -7.196 0.4192
H -0.013 -0.931 -6.113 0.5191
H 1.295 -0.278 -7.034 0.3767
H 0.748 0.426 -4.694 0.0474
C -0.954 -0.953 -1.921 -0.3806
N -0.838 -0.666 -0.457 2.0287
C -2.106 0.006 -0.096 -0.8175
C -0.661 -1.913 0.366 0.0110
C 0.348 0.200 -0.061 -0.4138
C 1.640 -0.391 -0.456 0.0498
O 1.862 -0.324 -1.858 1.1089
H -1.983 -0.927 -2.256 0.2310
H -0.707 -1.987 -2.153 0.1367
H -0.310 -0.209 -2.402 -0.1975
H -2.261 0.876 -0.721 0.2503
H -2.150 0.397 0.929 0.3225
H -2.912 -0.703 -0.268 -0.1390
H -1.533 -2.521 0.040 0.2033
H -0.545 -1.683 1.434 -0.5260
H 0.191 -2.508 0.064 0.1840
H 0.260 0.341 1.025 -0.1364
H 0.080 1.085 -0.611 0.1726
H 1.781 -1.413 -0.111 -0.6003
H 2.422 0.190 0.014 0.3285
H 2.678 -0.850 -2.152 -0.5334
C 2.551 -7.259 -0.750 -0.8120
N 3.484 -6.172 -1.238 0.2187
C 4.693 -6.909 -1.722 -0.8821
C 2.791 -5.409 -2.341 -0.9063
C 3.965 -5.310 -0.118 -1.0836
C 3.039 -4.208 0.281 0.6374
O 1.744 -4.635 0.720 -0.4632
H 1.760 -6.685 -0.285 0.2712
H 3.117 -7.872 -0.091 0.4066
H 2.307 -7.960 -1.573 0.3815
H 5.109 -7.547 -0.928 0.3795
H 5.418 -6.201 -2.087 0.3379
H 4.356 -7.591 -2.491 0.4242
H 2.616 -6.098 -3.159 0.4728
H 3.407 -4.558 -2.571 0.2474
H 1.778 -5.147 -1.962 0.3452
H 4.829 -4.765 -0.481 0.3535
H 4.219 -5.926 0.719 0.4429
H 2.803 -3.580 -0.554 -0.1510
H 3.575 -3.646 1.063 0.3209
H 1.549 -4.024 1.468 0.1726
C 2.542 2.342 1.942 -0.2997
N 2.610 2.607 3.380 0.3778
C 2.682 3.874 3.845 -0.6020
C 2.740 4.134 5.151 -0.7100
C 2.695 3.034 6.049 1.0161
C 2.481 1.764 5.573 -1.0714
C 2.443 1.561 4.179 0.2120
C 3.087 3.257 7.445 0.6002
C 4.117 2.489 7.919 -0.5785
C 4.753 2.782 9.081 -0.3834
N 4.298 3.756 9.900 0.0576
C 3.346 4.600 9.455 -0.1321
C 2.744 4.396 8.245 -0.8362
C 4.991 3.979 11.148 -0.8839
H 2.300 1.257 1.906 -0.8206
H 3.571 2.508 1.556 0.4875
H 1.782 2.903 1.416 0.6539
H 2.812 4.636 3.104 0.4990
H 2.798 5.192 5.435 0.4380
H 2.343 0.912 6.192 0.9657
H 2.308 0.545 3.631 0.1756
H 4.466 1.568 7.421 0.4170
H 5.603 2.162 9.493 0.3214
H 3.127 5.473 10.081 0.4333
H 2.071 5.117 7.835 0.5109
H 4.377 4.298 11.961 0.3453
H 5.727 4.750 10.889 0.4196
H 5.554 3.115 11.468 0.2905
C 1.644 -3.492 7.962 -1.0079
N 0.531 -3.231 7.061 0.0450
C -0.644 -2.725 7.497 -0.4611
C -1.669 -2.480 6.614 -0.4430
C -1.466 -2.753 5.264 0.7015
C -0.193 -3.135 4.817 -0.3192
C 0.789 -3.359 5.768 -0.4360
C -2.552 -2.691 4.246 0.9528
C -3.508 -1.626 4.253 -0.6576
C -4.513 -1.619 3.312 -0.7460
N -4.555 -2.559 2.340 0.3976
C -3.619 -3.512 2.243 -0.4146
C -2.641 -3.625 3.225 -0.5784
C -5.660 -2.610 1.394 -1.3681
H 1.386 -3.087 8.938 0.3535
H 2.487 -2.930 7.570 0.4236
H 1.781 -4.563 8.152 0.3169
H -0.693 -2.592 8.565 0.4620
H -2.599 -2.103 7.066 0.5090
H 0.048 -3.295 3.755 -0.0804
H 1.804 -3.709 5.596 0.7425
H -3.467 -0.785 4.972 0.3379
H -5.306 -0.891 3.343 0.5229
H -3.755 -4.153 1.408 0.6544
H -1.874 -4.409 3.121 0.6293
H -5.661 -1.744 0.786 0.2414
H -6.622 -2.728 1.950 0.4822
H -5.634 -3.465 0.734 0.4579
C 5.445 1.272 -3.182 -0.0645
N 4.335 2.240 -3.110 0.2393
C 3.050 1.877 -3.152 0.8805
C 2.080 2.829 -3.030 1.0420
C 2.312 4.203 -2.910 0.7315
C 3.667 4.482 -2.877 -0.7966
C 4.594 3.503 -2.996 -0.9300
C 1.213 5.140 -2.962 0.3468
C 1.384 6.451 -2.631 -0.7786
C 0.352 7.372 -2.804 -0.5140
N -0.845 6.931 -3.235 0.0972
C -1.067 5.610 -3.381 -0.2340
C -0.053 4.703 -3.284 0.8613
C -1.977 7.850 -3.392 -0.9584
H 5.808 1.250 -4.205 0.3666
H 5.071 0.255 -2.960 -0.3828
H 6.237 1.467 -2.447 0.4445
H 2.663 0.852 -3.159 -0.4767
H 1.074 2.435 -3.025 -0.4505
H 4.052 5.461 -2.794 0.5395
H 5.601 3.788 -3.050 0.5325
H 2.322 6.877 -2.303 0.4776
H 0.487 8.406 -2.564 0.4928
H -2.019 5.278 -3.754 0.4402
H -0.257 3.661 -3.554 -0.6658
H -2.892 7.303 -3.506 0.3218
H -1.760 8.518 -4.248 0.3515
H -2.070 8.462 -2.472 0.3789
C -9.110 2.005 -3.231 -1.7128
C -7.736 1.471 -2.764 1.2739
C -6.604 2.175 -3.565 -1.8409
C -5.254 2.007 -2.865 0.7785
C -5.322 2.639 -1.451 -1.7021
C -6.409 2.023 -0.510 2.0071
N -7.675 1.806 -1.340 0.9893
O -8.741 1.657 -0.695 -0.3627
C -6.726 2.877 0.661 -1.8041
C -5.932 0.664 -0.108 -1.8970
C -7.710 -0.059 -2.909 -1.3215
H -9.222 1.896 -4.326 0.4128
H -9.266 3.106 -3.035 0.4068
H -9.982 1.458 -2.837 0.4005
H -6.859 3.133 -3.906 0.4211
H -6.540 1.588 -4.481 0.5102
H -4.495 2.545 -3.425 0.0432
H -5.070 0.941 -2.832 -0.1191
H -5.580 3.688 -1.528 0.6143
H -4.375 2.574 -0.926 0.4231
H -7.111 2.273 1.510 0.3386
H -7.301 3.754 0.399 0.4147
H -5.770 3.275 1.014 0.4149
H -5.461 0.094 -0.912 0.1350
H -6.705 0.109 0.391 0.9101
H -5.084 0.889 0.579 0.3367
H -7.597 -0.362 -3.942 0.3714
H -8.685 -0.418 -2.509 0.3967
H -6.893 -0.471 -2.368 0.2822
O 1.563 -0.658 3.012 -0.2107
C 2.169 -1.746 2.449 0.5581
O 3.308 -1.584 1.886 -0.7363
O 1.773 -2.835 2.686 -0.7561
H -0.454 0.006 3.166 -0.4293
O 6.750 -1.905 -2.828 -0.5458
C 5.399 -2.368 -2.806 0.1166
O 5.301 -3.595 -2.762 -0.6886
O 4.479 -1.529 -2.761 -0.9538
H 7.203 -2.682 -2.428 0.3238
O -2.254 2.949 -4.878 -0.4847
C -1.562 2.249 -4.025 0.3950
O -0.627 1.611 -4.540 -0.7218
O -1.787 2.424 -2.832 -0.4005
H -2.037 2.628 -5.767 0.3145
O -4.915 -3.189 -2.773 -0.5045
C -4.507 -2.651 -1.590 0.2609
O -3.871 -3.400 -0.773 -0.7057
O -4.770 -1.459 -1.392 -0.4211
H -4.971 -4.157 -2.726 0.3708
O -1.321 1.145 5.711 -0.7472
C -0.897 1.193 4.500 0.3647
O -0.482 2.059 3.709 -0.6410
O -1.290 -0.106 3.809 0.4958
H -9.574 6.053 0.371 0.2886
```